30
Properties=species:S:1:pos:R:3:lowdin_spin:R:1 method="wB97M-V/def2-TZVPD" spin_multiplicity=4 lumo_energy_ev="-3.5534 / -7.2712" charge=+1
V 2.22103 0.81580 -1.48765 2.09
O 2.55567 0.40098 -3.02796 -0.06
O -3.52213 2.54140 1.94912 0.00
O -0.73476 -2.02826 -2.29145 0.00
O 2.12966 0.05524 0.67088 0.02
O -3.61206 -0.22139 -1.68164 0.00
O 4.17918 1.32146 -1.09829 0.05
O -1.24931 0.80242 1.93562 0.00
O 2.07961 -2.45432 1.29099 0.00
O -1.25277 -2.24262 2.54796 0.00
C 0.29168 1.24785 -1.61244 0.72
H 2.50731 -3.15963 0.86352 0.00
H -2.05136 1.02420 2.41135 0.00
H -2.76700 3.16994 2.03812 0.00
H 0.65045 1.85010 -0.66772 0.06
H 1.84710 0.75211 1.34479 0.00
H -3.48218 -1.13899 -1.99851 0.00
H -4.20912 3.11122 1.57134 0.00
H 1.28024 -2.89321 1.59463 0.00
H -0.24357 0.37492 -1.22475 0.05
H -0.14160 -2.48800 -1.69066 0.00
H 4.54146 0.94365 -1.94017 0.00
H -2.90442 0.32183 -2.08769 0.00
H -1.64799 0.91027 1.07315 0.00
H -0.28523 1.87422 -2.22635 0.04
H -1.47877 -2.34909 3.49067 0.00
H 2.20266 -0.84612 1.14268 0.00
H 4.73995 0.89315 -0.39685 0.01
H -0.24427 -1.35239 -2.78498 0.00
H -1.39945 -1.23677 2.29229 0.00

=====

111
Properties=species:S:1:pos:R:3:mulliken_charge:R:1 method="wB97M-V/def2-TZVPD" lumo_energy_ev=0.0546 charge=0 relative_energy_ev=1.859
Pb 0.10895 -0.09970 -0.92854 2.06
S -1.18804 2.28707 1.25295 0.79
Si -3.20478 -1.45967 -1.49007 0.26
Si -1.36406 0.34634 3.46925 0.35
O 2.70011 3.00939 -1.58013 -0.69
O 3.51033 0.95404 -3.76788 -0.72
O -2.60078 2.40348 1.08971 -0.73
O -0.41691 2.30180 0.03565 -0.11
O -0.81169 0.99676 2.02530 0.47
N 0.94137 -1.32740 -2.88269 0.29
N 2.22253 0.76351 -1.86427 0.11
N -0.44255 1.57100 -2.78050 0.15
N -1.69640 -1.82010 -0.75720 0.47
N -1.81554 1.91349 -2.89205 0.03
N 2.00377 0.47928 0.76457 -0.10
C -2.94236 -1.23542 -3.37847 -1.01
C -3.66383 3.08300 -3.82803 -1.62
C 2.23923 -1.28647 -4.87475 -0.73
C -1.59163 -5.17683 0.78843 -0.83
C 1.62867 -2.44692 -5.31598 -0.38
C -2.90536 2.70324 4.04620 0.11
C 3.43512 2.09844 2.49222 -0.38
C 2.61202 0.46026 -3.10942 -0.14
C 2.54158 1.87588 -1.16492 -0.18
C 0.68443 -3.05182 -4.49829 -1.13
C 3.30871 2.43382 1.15682 -0.69
C 0.36070 -2.44191 -3.29655 -0.42
C -0.04493 -2.92127 0.57451 -0.35
C -3.90682 0.19039 -0.82217 0.13
C -2.24273 -2.36742 3.43278 -0.48
C -1.92895 1.82393 4.51133 0.65
C -4.37980 -3.14161 2.66935 -0.52
C -0.36147 -5.13737 1.42821 -0.70
C 2.60088 1.58107 0.31516 0.69
C -1.07665 4.88821 1.88309 -1.15
C -2.50483 4.20175 5.88165 -0.47
C -3.85691 -0.79928 2.62056 -0.01
C -2.13572 3.04821 -3.76318 1.59
C 1.88314 -0.76262 -3.63601 0.41
C -3.18052 3.88171 4.71664 -0.66
C -0.59829 3.63854 2.23578 0.66
C -1.30381 -2.91347 -0.05844 0.52
C -2.58714 -1.04524 3.14710 0.58
C 0.41058 -3.99387 1.30718 -1.10
C -3.12491 -3.40526 3.19232 -0.49
C -0.54574 6.01457 2.48168 -1.03
C -1.58922 2.76439 -5.16599 -2.00
C -1.57801 4.37349 -3.22819 -1.56
C 0.38261 3.49647 3.19326 -0.33
C -1.55437 3.32675 6.37817 -0.60
C 0.45387 5.89627 3.44422 0.92
C 2.12700 0.15602 2.04149 -0.51
C 2.85069 0.92111 2.94112 -0.96
C -4.70670 -2.66569 -1.40514 -1.42
C 0.89505 4.62756 3.80372 -1.41
C -2.05413 -4.09916 0.06545 -0.73
C -1.27793 2.15262 5.70093 -0.68
C 1.03332 7.11604 4.08685 -1.64
C -4.74534 -1.83566 2.39039 -0.56
H 1.11264 7.92931 3.37040 0.40
H 0.73415 2.51369 3.46247 0.31
H -4.08594 3.28946 -2.84836 0.27
H -0.89817 6.99245 2.18929 0.43
H -4.18741 0.84095 -1.64335 0.32
H -0.39814 -2.84396 -2.64341 0.81
H 0.38837 7.44781 4.90012 0.29
H 1.87908 -2.87312 -6.27648 0.44
H -4.55067 -3.55323 -2.01390 0.39
H -0.53246 1.47830 6.09605 0.37
H -0.07831 -0.11552 4.01657 -0.44
H -1.86548 1.75889 -5.47347 0.37
H 0.14553 2.35848 -2.48474 0.09
H -0.50766 2.86182 -5.20150 0.36
H 2.94577 0.60372 3.96895 0.46
H -2.15489 2.07862 -1.95034 -0.07
H -1.02362 3.55946 7.29050 0.43
H -4.79297 0.04878 -0.21122 0.52
H -3.92931 4.55429 4.32728 0.44
H 3.98937 2.72392 3.17581 0.49
H -2.12888 -0.54584 -3.57349 0.00
H -2.71622 5.12658 6.39972 0.43
H 2.01813 6.91507 4.50075 0.39
H -0.00961 -5.98260 1.99949 0.37
H -4.91293 -2.98945 -0.38923 0.26
H 0.20105 -3.97471 -4.77887 0.49
H 1.38407 -3.94582 1.77752 0.44
H 3.75413 3.32126 0.73812 0.53
H -0.11370 1.25110 -3.69044 0.23
H -1.86302 4.94936 1.14672 0.57
H 0.59752 -2.04624 0.47387 0.50
H -1.26722 -2.58477 3.84145 0.27
H -2.72105 -2.16987 -3.88699 0.38
H -2.82942 -4.41887 3.41621 0.45
H -2.01299 3.46972 -5.87556 0.52
H -3.99888 3.84462 -4.52608 0.48
H -5.60600 -2.17814 -1.77390 0.38
H -4.02682 2.11378 -4.15855 0.33
H 2.98949 -0.77039 -5.45407 0.55
H -3.43525 2.48635 3.13365 0.15
H -0.49039 4.34515 -3.17891 0.35
H -1.86374 5.19921 -3.87541 0.48
H -3.18025 0.72430 -0.22103 -0.71
H 1.63239 -0.75492 2.35224 0.72
H -2.19867 -6.07184 0.85084 0.40
H -5.73150 -1.62429 1.99983 0.38
H 1.66164 4.52229 4.55519 0.46
H -4.14589 0.21297 2.37701 0.21
H -5.07442 -3.94911 2.48646 0.38
H -3.00580 -4.15378 -0.43297 0.30
H -3.84314 -0.81942 -3.82233 0.41
H -1.95729 4.56166 -2.22384 0.25

=====

15
Properties=species:S:1:pos:R:3:nbo_charge:R:1 method="wB97M-V/def2-TZVPD" lumo_energy_ev="-0.9004 / -1.1211" charge=0 relative_energy_ev=2.490
P 1.18455 -1.07634 1.53697 -0.03
P -2.17061 -0.95613 -0.34947 0.06
P 0.75062 -1.35099 -1.78220 -0.01
P 1.56064 0.11409 -0.34630 0.35
P -0.02303 2.29701 1.04849 0.35
C 0.12105 1.11819 -0.31642 -0.93
H 0.09652 -0.36116 -2.65225 0.02
H -3.32082 -0.09939 -0.18165 -0.04
H -0.41333 1.57273 -1.20367 0.25
H 0.59087 1.45098 2.05485 -0.03
H -1.40227 1.89930 1.48865 0.00
H 2.28311 -0.39139 2.42670 0.02
H -2.51494 -1.18337 -1.77834 -0.03
H 1.82927 -1.47163 -2.75804 0.01
H 2.18165 -2.18953 1.37103 0.02

=====

8
Properties=species:S:1:pos:R:3:nbo_charge:R:1 method="wB97M-V/def2-TZVPD" lumo_energy_ev=4.2570 charge=-1 relative_energy_ev=1.009
O 2.18804 0.64808 -0.48317 -1.36
C -0.73751 0.01896 0.04436 -0.32
C -1.65976 -0.78023 0.58313 -0.47
H 1.86833 1.02417 -1.29171 0.38
H -2.04460 -1.61913 -0.00308 0.16
H -0.26381 0.77040 0.65515 0.22
H -2.15976 -0.73967 1.54381 0.17
H -0.32441 -0.19594 -0.92609 0.22

=====

56
Properties=species:S:1:pos:R:3:lowdin_spin:R:1 method="wB97M-V/def2-TZVPD" spin_multiplicity=3 lumo_energy_ev="-0.4947 / -0.3907" charge=0 relative_energy_ev=0.000
V -0.45006 -0.44721 -0.16350 1.98
S -2.51077 -2.42319 1.67731 0.00
S 1.79161 -0.08402 -0.64846 0.00
S -1.00093 -1.83866 -1.97496 -0.01
S -3.28004 5.40117 -1.02675 0.00
S 0.18907 -0.69708 2.04451 -0.04
O -2.40030 -1.28624 0.65797 0.02
N -1.33504 1.42163 -0.11052 0.00
N -0.49063 8.64871 0.55090 0.00
C 4.60859 0.34956 2.20601 0.00
C -0.80731 1.48694 -4.29747 0.00
C -1.67412 7.60224 -1.25265 0.00
C 2.59472 -0.01380 0.91923 0.01
C 1.27127 0.32401 -4.57725 0.00
C -3.25394 2.73688 -0.60628 0.00
C 0.45637 1.41409 -4.86232 0.00
C -0.58108 2.53152 -0.10499 0.01
C -2.16213 6.62572 -0.40004 0.00
C -1.56065 -3.76916 1.00638 0.00
C -1.24202 0.48263 -3.44222 0.00
C -0.42120 -0.59909 -3.12522 0.00
C -0.85283 8.59137 -0.72514 0.00
C -4.14358 -3.05262 1.35900 0.00
C 3.91823 0.05997 3.38060 0.00
C 0.83874 -0.67241 -3.72022 0.00
C -2.47679 3.89130 -0.61579 0.00
C -2.64488 1.52621 -0.35221 0.01
C 1.90806 -0.30796 2.09933 0.00
C -1.11525 3.77795 -0.35394 0.00
C 3.95144 0.31176 0.99106 0.00
C -1.80535 6.68128 0.94195 0.00
C 2.57619 -0.26616 3.32300 0.00
C -0.96527 7.69943 1.35791 0.00
H -0.51210 -3.53177 1.17356 0.00
H 0.80798 2.19284 -5.52670 0.00
H -1.77073 -3.86134 -0.05892 0.00
H -1.82584 -4.68163 1.54219 0.00
H 1.48200 -1.50943 -3.48327 0.00
H 4.48609 0.53376 0.07570 0.00
H -4.31943 2.77390 -0.78675 0.00
H 4.42437 0.08659 4.33695 0.00
H -0.66550 7.76070 2.39796 0.00
H -4.29009 -3.96761 1.93338 0.00
H -2.17143 5.94992 1.65002 0.00
H 5.65999 0.60505 2.24121 0.00
H -3.20374 0.59994 -0.33342 0.00
H -0.46322 4.63924 -0.35127 0.00
H -1.46424 2.31790 -4.52355 0.00
H -2.24160 0.52090 -3.02612 0.00
H 2.02930 -0.49507 4.22945 0.00
H 2.25693 0.25511 -5.01949 0.00
H -1.91883 7.60040 -2.30602 0.00
H -4.25268 -3.23181 0.28982 0.00
H -4.85520 -2.29872 1.68832 0.00
H 0.47348 2.39340 0.09187 0.00
H -0.46223 9.36783 -1.37346 0.00

=====

16
Properties=species:S:1:pos:R:3:nbo_charge:R:1 method="wB97M-V/def2-TZVPD" smiles="CN=c1c(C)c1C" lumo_energy_ev=0.8835 charge=0 relative_energy_ev=5.040
N -1.75658 0.96304 -0.28182 -0.47
C 1.85927 1.67690 -0.54762 -0.67
C 1.04513 -1.88256 0.72720 -0.69
C 0.80644 0.70127 -0.15629 -0.18
C -0.55777 0.78215 -0.19144 0.43
C 0.68753 -0.56570 0.25462 0.01
C -2.81738 -0.05133 -0.17906 -0.42
H 1.45028 2.71082 -0.42233 0.22
H 2.57558 1.45796 0.20925 0.22
H 0.22114 -2.27691 1.32680 0.23
H 2.37306 1.67768 -1.53145 0.23
H -2.61942 -0.81520 -0.87639 0.20
H 2.05027 -1.81448 1.22489 0.22
H -2.66226 -0.62973 0.85099 0.19
H 1.11076 -2.51276 -0.19143 0.25
H -3.76608 0.57886 -0.21592 0.22

=====

12
Properties=species:S:1:pos:R:3:nbo_charge:R:1 method="wB97M-V/def2-TZVPD" smiles=Nc1ccc(O)o1 lumo_energy_ev=0.8382 charge=0 relative_energy_ev=2.675
O 0.13433 -1.08386 0.11692 -0.42
O 2.50065 -0.91391 -0.12420 -0.66
N -2.13602 -0.80036 -0.18583 -0.81
C -0.86341 -0.26734 -0.04099 0.44
C 0.96410 0.90166 -0.00949 -0.37
C 1.22961 -0.36755 0.11695 0.51
C -0.48431 1.03938 -0.03363 -0.39
H -1.93775 -1.69829 0.28808 0.39
H 1.82719 1.62896 -0.12732 0.21
H -2.88722 -0.24121 -0.01203 0.39
H 2.98782 -0.06226 -0.22114 0.48
H -1.33498 1.86477 0.23268 0.23

=====

13
Properties=species:S:1:pos:R:3:nbo_charge:R:1 method="wB97M-V/def2-TZVPD" smiles="[H]/N=C/C(=C)CO" lumo_energy_ev=0.0173 charge=0 relative_energy_ev=2.771
O -1.39438 0.89284 0.95672 -0.77
N -1.14593 -1.46872 0.08440 -0.64
C -0.15175 1.29326 0.54556 -0.09
C 0.38800 0.31195 -0.51397 -0.09
C -0.37724 -0.87350 -0.73649 0.14
C 1.63210 0.39567 -1.11831 -0.32
H -0.24039 -1.21496 -1.73478 0.16
H -1.45913 -0.14870 0.84014 0.48
H 0.39988 1.20118 1.43808 0.18
H 2.23252 1.29779 -1.07161 0.21
H -0.29943 2.34690 0.24862 0.19
H -1.68153 -2.20181 -0.39377 0.36
H 1.92566 -0.31817 -1.84929 0.19

=====

13
Properties=species:S:1:pos:R:3:nbo_charge:R:1 method="wB97M-V/def2-TZVPD" lumo_energy_ev=0.5075 charge=0 relative_energy_ev=5.583
N -0.21987 -0.02670 0.68288 -0.41
C -1.62577 0.14331 0.38112 -0.26
C 2.03509 -0.07160 -0.01815 -0.54
C 0.68159 0.81017 -0.07608 -0.21
C 2.50318 0.39633 -1.13072 0.17
C -0.89405 -1.06789 -0.06897 -0.26
H -0.67550 -1.15116 -1.13499 0.20
H 0.77316 1.77837 0.44100 0.21
H 0.30397 1.01429 -1.10878 0.21
H -2.29098 0.10678 1.23946 0.21
H -1.89829 0.87223 -0.38560 0.19
H 2.32665 -0.78758 0.72893 0.28
H -1.01917 -2.01657 0.44990 0.21

=====

110
Properties=species:S:1:pos:R:3:mulliken_charge:R:1 method="wB97M-V/def2-TZVPD" lumo_energy_ev=-3.9573 charge=+1
I -7.31687 0.46504 5.71026 0.13
I -1.66751 -4.01353 -1.54676 -0.08
I 5.17629 7.13923 2.37873 0.12
I -7.75933 -1.99351 -7.58609 0.14
I 6.89916 -4.23590 -4.10024 0.11
I -0.59344 -2.20445 1.62818 0.09
Ge 0.69998 -1.30053 3.79040 -0.16
Ti -0.42329 -0.27418 -0.66378 -0.53
Cl 4.93661 -1.86213 0.58124 -0.13
Cl 2.31886 -0.57329 0.56054 0.15
S 0.53761 -3.26628 -2.02044 0.05
N -2.37296 -0.33050 -1.15855 0.88
N -0.62683 1.23924 0.53744 0.86
N 0.92879 0.89390 -1.55253 1.48
N -0.50147 -1.16202 -3.45642 0.71
C 4.35186 4.42465 1.34208 -0.68
C -5.88301 0.49508 4.20185 -0.18
C 2.13818 3.77228 0.61735 -0.45
C 3.92941 -3.85058 4.29111 -0.66
C -4.57278 -0.73588 -1.72654 -1.57
C -0.50044 1.06658 5.11866 -0.33
C -5.43251 -2.75521 -5.81979 -0.78
C -2.96396 -1.04092 -3.53949 2.05
C -3.93417 0.54321 2.21233 -0.52
C -5.26136 -0.68680 3.81993 -0.75
C -1.69688 -1.12725 -4.13186 -0.47
C -1.35587 1.93890 2.70612 -0.18
C 3.97270 -3.54051 -4.39082 -0.97
C -4.10877 -1.25732 -4.47422 -0.96
C -4.58759 1.70961 2.59058 -0.16
C 0.32285 -1.47807 -2.24708 0.89
C 0.26299 0.54739 3.90001 0.27
C -4.87691 -0.18564 -4.91348 -0.05
C 0.15922 2.34828 5.51617 -1.07
C 4.86318 -1.64167 4.04533 -0.81
C 4.01644 -1.31127 -2.73463 -0.49
C 0.28955 2.21445 0.96837 -1.24
C 0.04515 2.53591 2.41396 -0.90
C 1.67254 0.50503 -2.65427 -1.89
C 2.48422 -1.96714 3.87245 0.05
C 1.42270 2.15159 -1.17874 -0.46
C -4.38279 -2.53874 -4.93790 0.05
C -4.55625 -0.34087 -0.42773 -1.82
C 1.02307 1.81248 3.40369 0.99
C 5.03027 -3.00158 4.26510 -0.44
C -4.29397 -0.65619 2.82541 0.00
C -5.91928 -0.39126 -5.80745 -0.74
C -1.33808 -0.89158 -5.47467 -0.63
C 2.35817 2.55490 -2.10150 -1.23
C 1.20518 2.71490 0.13586 0.82
C 3.87847 5.70144 1.61426 -0.22
C -1.19596 0.88586 3.78989 -1.63
C 1.53596 -0.90363 -3.14404 3.11
C -3.20882 -0.05992 -0.09198 0.93
C 2.55116 6.02885 1.38012 -0.78
C 5.18134 -2.03686 -2.95213 -0.86
C 5.15466 -3.14821 -3.77653 -0.16
C 1.07257 2.71213 4.62756 -1.32
C 3.59300 -1.12227 3.83775 0.17
C 0.05513 -0.74779 -5.57502 -2.31
C 2.82013 -1.68520 -3.33457 0.01
C 2.51035 1.51145 -3.04367 -0.82
C -6.19373 -1.67764 -6.25173 -0.05
C 2.81821 -2.80591 -4.17137 -0.40
C 1.68763 5.06023 0.88246 -0.09
C -2.86519 0.55429 1.16487 0.57
C -3.24302 -0.73101 -2.22276 0.07
C -1.69064 1.19182 1.42028 -0.99
C 0.51694 -0.92457 -4.27684 -0.49
C 3.47954 3.46816 0.84081 -0.34
C 2.65489 -3.33429 4.10655 -0.34
C 3.20591 -2.13483 0.50107 0.02
C -5.55827 1.69337 3.58467 -0.85
H 2.95293 -2.61732 -0.43333 0.10
H -1.92869 0.08934 3.78578 0.75
H -2.04925 -0.78507 -6.28036 0.62
H 0.08513 3.60765 2.58209 1.23
H 4.04833 -0.44795 -2.08325 0.64
H 0.65125 5.31490 0.68907 0.52
H -6.06105 2.60843 3.86745 0.45
H 1.90442 -3.10337 -4.67216 0.45
H 2.19078 7.02965 1.57668 0.42
H -4.65796 0.81521 -4.55798 0.50
H -3.80621 -1.57695 2.52247 0.50
H 5.72354 -0.98456 4.02572 0.44
H -5.65040 -3.75529 -6.16887 0.41
H 6.02367 -3.40327 4.41844 0.42
H 0.62655 -0.54390 -6.46586 0.57
H 5.39095 4.17737 1.51584 0.42
H 3.47165 -0.05950 3.66193 0.28
H 2.89976 -2.71453 1.36294 0.18
H -0.19080 -2.08155 4.76674 0.03
H -2.10766 2.68677 2.94628 1.11
H -3.77492 -3.37271 -4.60460 0.46
H -6.51164 0.44536 -6.15254 0.40
H -5.39597 -0.20307 0.23263 0.63
H 6.10301 -1.73207 -2.47522 0.44
H 4.06293 -4.91013 4.47029 0.42
H -0.08396 2.86508 6.43547 0.52
H 2.90805 3.48345 -2.06425 0.72
H -0.83765 0.39273 5.89741 0.51
H -4.35019 2.64392 2.09401 0.56
H 3.18580 1.48487 -3.88578 0.63
H 3.84323 2.46980 0.61948 0.59
H 1.79660 -3.99630 4.15196 0.41
H 3.95140 -4.40288 -5.04380 0.41
H -5.43671 -0.99366 -2.31884 0.54
H -5.52754 -1.62340 4.29201 0.43
H 1.99131 1.63011 2.93903 0.93
H 1.68035 3.60955 4.65532 0.61

=====

17
Properties=species:S:1:pos:R:3:nbo_charge:R:1 method="wB97M-V/def2-TZVPD" lumo_energy_ev=-0.2243 charge=0 relative_energy_ev=2.895
S -0.61939 1.20123 1.00706 0.67
S -3.13786 1.24480 -0.81528 0.00
N 2.86790 0.99448 -0.66900 -0.26
N 2.61792 -0.26316 -0.55406 -0.25
C -1.65775 -1.01328 -0.19017 -0.21
C 1.92809 1.81325 -0.29364 -0.09
C 1.36617 -0.38293 -0.12847 0.00
C -1.79835 0.28592 0.03911 -0.33
C 0.78108 -1.62790 0.27599 -0.14
C 0.88104 0.94579 0.06156 -0.35
C -0.55529 -1.82108 0.33222 -0.28
H 1.57419 -2.43275 0.49101 0.25
H -2.68868 2.61687 -0.73104 0.16
H 1.94542 2.82915 -0.48468 0.21
H -2.13439 -1.60493 -0.81691 0.23
H -0.41073 0.06824 1.84051 0.17
H -0.95937 -2.85372 0.63579 0.22

=====

14
Properties=species:S:1:pos:R:3:nbo_charge:R:1 method="wB97M-V/def2-TZVPD" lumo_energy_ev=-5.4820 charge=+1 relative_energy_ev=4.998
O -0.74421 1.21551 -0.39219 -0.19
N 0.31548 -1.19831 1.73897 -1.10
N -1.24714 1.25319 0.89222 -0.49
C 0.07749 0.29222 -0.72247 0.45
C 0.55290 0.13259 -2.05832 -0.76
H 0.70455 -2.09901 1.58343 0.40
H 0.07692 -1.09017 2.70058 0.40
H 1.07707 -0.53447 1.57202 0.36
H 1.05408 1.04416 -2.51918 0.31
H -2.16084 1.73979 0.89906 0.42
H -1.03439 0.33441 1.26922 0.40
H -0.41542 -0.07618 -2.74975 0.31
H 1.32986 -0.54277 -2.18517 0.27
H 0.41367 -0.47098 -0.02843 0.23